Record 1
ORCA calculation (wB97M-V/def2-TZVPD) on a single C3H6N4 molecule at a distorted geometry.

Orbital gap   10.1 eV
Energy relative to the best compared isomer or geometry (same formula, charge and spin)   70.40 kcal per mole
Lowest unoccupied orbital energy   0.633 eV

```
! wB97M-V def2-TZVPD RIJCOSX def2/J DEFGRID3
* xyz 0 1
C 0.8092 -0.4357 0.9360
C 0.0857 0.4209 -1.2346
N -0.2922 -0.1946 0.0211
N -1.2805 -1.1833 0.1540
N -2.4271 -0.9289 -0.1432
C 1.2988 0.8111 1.4907
N 1.7213 1.7955 1.8904
H -2.5456 -0.0078 -0.6303
H 0.4335 -1.0667 1.7481
H 1.6531 -0.9515 0.4489
H 0.7574 -0.2427 -1.7948
H -0.8039 0.6142 -1.8350
H 0.5903 1.3698 -1.0512
*
```

***

Record 2
ORCA calculation (wB97M-V/def2-TZVPD) on C13H17AuNO6Se2 as an isolated structure at a distorted geometry.

Orbital gap (spin up / spin down)   6.3 / 6.3 eV
Lowest unoccupied orbital energy (spin up / spin down)   1.401 / 1.399 eV

```
! wB97M-V def2-TZVPD RIJCOSX def2/J DEFGRID3
* xyz -1 1
Au -0.3106 -0.8364 -2.2863
O 2.2205 -3.9271 1.3762
C 2.6326 -3.2508 0.2136
C 2.4838 -1.7188 0.3062
C 3.4808 -1.2012 1.3748
O 3.1813 -1.6569 2.6642
C 2.8729 -1.0886 -1.0304
Se 1.9990 -1.8135 -2.6499
C 1.0922 -1.2960 0.7770
Se -0.4611 -2.2466 0.0117
H 1.2511 -3.9041 1.3909
H 2.0754 -3.6074 -0.6634
H 3.6888 -3.5008 0.0704
H 3.4567 -0.1066 1.4100
H 4.4979 -1.5151 1.0875
H 2.9642 -2.6029 2.5832
H 3.9414 -1.2447 -1.2076
H 2.6739 -0.0146 -1.0217
H 0.9410 -0.2311 0.5884
H 1.0113 -1.4516 1.8559
C -0.0575 1.0506 -3.3033
H 0.3524 0.8430 -4.2824
H 0.6095 1.6944 -2.7447
H -1.0391 1.4933 -3.3842
O -4.5439 -0.0033 -2.0091
C -3.3822 0.0272 -1.6227
O -2.4766 -0.7481 -2.0605
C -3.0444 1.0467 -0.5324
C -1.7512 1.3512 -0.1226
C -1.5207 2.3090 0.8427
C -2.6009 2.9727 1.4202
C -3.9055 2.6686 1.0334
C -4.1152 1.7170 0.0603
N -2.3736 3.9706 2.4112
O -3.3439 4.5553 2.8764
O -1.2200 4.2028 2.7502
H -0.9170 0.8353 -0.5780
H -0.5244 2.5722 1.1644
H -4.7260 3.1903 1.5022
H -5.1114 1.4647 -0.2731
*
```

***

Record 3
ORCA calculation (wB97M-V/def2-TZVPD) on a 2-piece molecular cluster, C13H13BrN3O5 overall at a distorted geometry.

Orbital gap   6.9 eV
Energy relative to the best compared isomer or geometry (same formula, charge and spin)   206.28 kcal per mole
Lowest unoccupied orbital energy   -4.856 eV

```
! wB97M-V def2-TZVPD RIJCOSX def2/J DEFGRID3
* xyz 1 1
C -0.8207 -1.2040 -0.8670
C 0.7920 -1.0667 -1.1889
C 1.6284 -2.4735 -1.0927
C 1.2877 -3.9962 -1.6032
Br -0.3781 -4.5692 -2.5994
N 2.4282 -4.9203 -1.2223
C 3.3808 -3.9777 -0.5049
N 4.7305 -4.2865 0.1699
C 4.3912 -4.5061 1.5099
O 4.1308 -4.2138 2.8123
N 2.9808 -2.4917 -0.4152
C 3.8246 -1.4096 0.2216
H -1.3694 -2.0360 -1.4799
H -1.2991 -0.1596 -1.1731
H -0.9646 -1.3552 0.2854
H 1.2281 -0.3611 -0.3305
H 1.0062 -0.5210 -2.2271
H 2.5683 -5.9505 -1.3658
H 4.0722 -1.7324 1.3426
H 4.8750 -1.2395 -0.3173
H 3.3205 -0.3551 0.2824
C -3.8895 2.8542 0.0584
C -4.3998 3.7524 0.9031
C -3.5315 4.7463 1.5930
O -4.0315 5.5716 2.3491
C -2.0837 4.6917 1.3369
C -1.5732 3.7912 0.4948
C -2.4448 2.8157 -0.2157
O -1.9484 2.0119 -0.9979
O -0.2132 3.7326 0.2517
O -5.7564 3.7930 1.1678
H -4.5093 2.1275 -0.4515
H -1.4620 5.4082 1.8584
H -0.0946 3.0007 -0.3923
H -5.8756 4.5287 1.8071
*
```

***

Record 4
ORCA calculation (wB97M-V/def2-TZVPD) on C29H53BrO3PV as an isolated structure at a distorted geometry.

Orbital gap   4.0 eV
Lowest unoccupied orbital energy   -10.400 eV

```
! wB97M-V def2-TZVPD RIJCOSX def2/J DEFGRID3
* xyz 2 1
C -0.6235 -2.6855 0.2571
C -1.8093 -3.5754 -0.1356
C -2.8692 -3.6728 0.9594
C -3.6000 -2.3359 1.1131
C -4.5964 -2.0312 -0.0263
C -4.0819 -0.9350 -0.9713
C -4.5559 0.5140 -0.7082
C -4.9734 0.8908 0.7082
C -3.8536 1.1319 1.7294
C -2.7516 2.0813 1.2394
C -1.5892 1.3128 0.6311
O -0.6031 0.9252 1.5978
P 0.8650 0.7629 0.7894
C 2.2650 0.4696 -0.6173
C 2.7032 -0.9578 -0.6403
C 3.9362 -1.0523 -1.5877
C 3.6695 -1.7574 -2.9278
C 2.3043 -1.5028 -3.5201
O 2.2812 -1.9208 -4.8467
C 1.0109 -1.7308 -5.4681
C 2.0737 1.7336 1.9930
C 3.1060 0.7722 2.5369
C 4.3757 0.4945 1.9594
C 5.2625 -0.4348 2.4817
C 4.9098 -1.1450 3.6292
C 3.6961 -0.8798 4.2271
C 2.7864 0.0535 3.7160
C 1.4900 0.2098 4.4697
O 0.4806 2.1319 -0.1078
C -0.8355 1.8630 -0.6124
C -1.3541 3.1434 -1.2762
C -0.2850 3.8023 -2.1670
C 0.3189 5.0279 -1.4784
Br -0.6783 6.6107 -1.9547
H -0.8455 -2.0277 1.0944
H -0.3501 -2.0669 -0.6077
H 0.2607 -3.2685 0.5030
H -1.4286 -4.5759 -0.3233
H -2.2669 -3.2066 -1.0478
H -2.3801 -3.8821 1.9084
H -3.5988 -4.4425 0.7284
H -4.0571 -2.2284 2.0934
H -2.8377 -1.5581 1.0751
H -5.5992 -1.8407 0.3365
H -4.6621 -2.9355 -0.6294
H -2.9954 -0.9956 -1.0363
H -4.4312 -1.1907 -1.9703
H -5.4174 0.6882 -1.3467
H -3.7842 1.1896 -1.0774
H -5.5007 1.8405 0.6244
H -5.6831 0.1929 1.1399
H -4.3243 1.6279 2.5753
H -3.4226 0.2171 2.1272
H -2.3847 2.6266 2.1076
H -3.1983 2.7991 0.5601
H -2.0404 0.3822 0.2738
H 1.2221 -0.4042 1.5326
H 0.1893 -0.2351 -0.1012
H 3.0767 1.1915 -0.4250
H 1.8418 0.7671 -1.5674
H 1.8649 -1.5694 -0.9461
H 2.9902 -1.2889 0.3577
H 4.2647 -0.0362 -1.8247
H 4.7466 -1.5234 -1.0444
H 4.4153 -1.3899 -3.6287
H 3.8706 -2.8169 -2.8051
H 1.5588 -2.0776 -2.9533
H 2.0327 -0.4423 -3.3992
H 0.2853 -1.3168 -4.7686
H 1.1240 -1.0123 -6.2735
H 0.6232 -2.6774 -5.8255
H 2.6203 2.5183 1.4613
H 1.5286 2.1389 2.8310
H 4.7096 0.9888 1.0316
H 6.2002 -0.6178 1.9836
H 5.5907 -1.8760 4.0295
H 3.4411 -1.4352 5.1173
H 0.9897 1.1454 4.2707
H 1.6873 0.2059 5.5354
H 0.8265 -0.6160 4.2286
H -0.7990 1.1384 -1.4455
H -2.1565 2.8224 -1.9369
H -1.7655 3.8287 -0.5454
H -0.7409 4.0692 -3.1113
H 0.4903 3.0690 -2.3899
H 1.3768 5.1514 -1.6761
H 0.1979 4.9123 -0.4089
V 4.1690 2.7291 0.5969
*
```

***

Record 5
ORCA calculation (wB97M-V/def2-TZVPD) on a single C18H23N3O4 molecule at a distorted geometry.

Orbital gap   8.1 eV
Energy relative to the best compared isomer or geometry (same formula, charge and spin)   108.20 kcal per mole
Lowest unoccupied orbital energy   0.443 eV

```
! wB97M-V def2-TZVPD RIJCOSX def2/J DEFGRID3
* xyz 0 1
O 0.5508 2.4703 2.8874
O 3.0254 1.9344 0.3881
O -1.3270 -4.1941 -0.7872
O -4.4058 -4.5078 -2.7366
C 1.1365 2.1783 1.7891
C 2.5525 2.4365 1.4557
C -2.8849 -0.1706 -1.9998
C -2.4841 0.6969 -1.0263
C -0.9354 -1.0797 -0.2652
C -2.2865 -1.4026 -2.2693
C -1.5248 0.1741 -0.1202
C -1.2020 -1.8586 -1.3921
N 0.2696 1.5312 0.8930
N 3.3411 3.1693 2.3576
N -2.9113 -2.2190 -3.1839
C -1.1060 1.0349 1.0762
C 2.8627 3.9021 3.5482
C 4.6419 3.6048 1.8224
C 3.8750 4.9365 3.6461
C 5.1421 4.3363 3.0211
C -0.8017 -3.7052 -3.0125
C -2.7470 -4.4899 -1.0795
C -2.2822 -3.5627 -3.3710
C -0.6393 -3.2476 -1.6299
C -3.0526 -4.6527 -2.5006
H -4.9537 -4.4166 -1.9714
H -3.8599 0.0637 -2.6201
H -3.1048 1.6430 -0.9023
H -0.1082 -1.4375 0.3430
H 0.7820 1.2198 0.0669
H -3.9268 -2.0601 -3.2933
H -1.6452 1.9920 1.1653
H -1.3503 0.4829 1.9346
H 1.9670 4.5083 3.3861
H 2.6948 3.1996 4.3879
H 5.2403 2.7527 1.5238
H 4.6479 4.3302 0.9546
H 3.4641 5.8436 3.1422
H 4.0515 5.3026 4.6874
H 5.5738 3.6034 3.6566
H 5.8583 5.0215 2.7989
H -0.4398 -4.7473 -3.1646
H -0.3541 -3.0609 -3.7066
H -3.0476 -5.3907 -0.5564
H -3.2335 -3.5569 -0.6765
H -2.5433 -3.6694 -4.4392
H 0.4011 -3.2743 -1.3728
H -2.9205 -5.6646 -2.8546
*
```

***

Record 6
ORCA calculation (wB97M-V/def2-TZVPD) on a 2-piece molecular cluster, C5H15N2 overall at a distorted geometry.

Orbital gap   6.8 eV
Energy relative to the best compared isomer or geometry (same formula, charge and spin)   110.31 kcal per mole
Lowest unoccupied orbital energy   -7.804 eV

```
! wB97M-V def2-TZVPD RIJCOSX def2/J DEFGRID3
* xyz 1 1
C 2.5334 -0.6032 -0.3214
N 2.5362 -2.0302 -0.2600
C -2.6382 -0.0382 -0.3190
C -2.5775 1.3030 -1.0531
C 1.0191 -0.0319 -0.3680
N 0.3831 -0.4841 0.7405
C 0.3182 0.4491 1.7797
H 3.0965 -0.2931 -1.1883
H 2.9224 -0.0962 0.5674
H -1.9344 -0.0270 0.5102
H -3.6248 -0.2713 0.0631
H -2.3212 -0.8280 -0.9913
H -2.8648 2.1227 -0.3965
H -1.5963 1.5196 -1.4697
H -3.2856 1.3142 -1.8732
H 1.1067 1.0415 -0.4971
H 0.5429 -0.5242 -1.2227
H 3.4573 -2.4234 -0.4185
H 2.1864 -2.4127 0.6124
H -0.1225 0.0563 2.6878
H 1.2507 1.0128 1.9462
H -0.3876 1.2445 1.4716
*
```